Record 1
Below is one molecule with the formula C3H4F2 in a non-equilibrium geometry, with properties calculated with ωB97M-V/def2-TZVPD.

Geometry as XYZ:
```
9
Properties=species:S:1:pos:R:3:lowdin_charge:R:1
C 0.38 0.51 1.10 -0.01
C 0.16 -0.47 -0.09 -0.23
F 0.24 -1.92 -0.10 -0.03
C -0.44 -0.08 -1.19 -0.10
F -0.80 -0.97 -2.18 -0.01
H 0.98 -0.09 1.86 0.11
H 0.87 1.35 0.65 0.07
H -0.64 0.70 1.37 0.07
H -0.75 0.96 -1.42 0.14
```

Net charge: 0
Relative energy (zero: lowest compared OMol25 entry of this formula, charge and spin) in kcal/mol: 25.5
SMILES: C/C(F)=C/F
Gap between HOMO and LUMO in eV: 10.616

***

Record 2
Below is one molecule with the formula C3H4N2O2 in a non-equilibrium geometry, with properties calculated with ωB97M-V/def2-TZVPD.

Geometry as XYZ:
```
11
Properties=species:S:1:pos:R:3:lowdin_charge:R:1
C 2.82 0.00 -0.14 0.11
C 1.65 0.10 -0.03 -0.06
C 0.18 0.11 0.00 -0.35
N -0.35 1.28 -0.15 0.03
O -1.70 1.33 0.10 -0.06
N -0.50 -1.07 0.23 -0.02
O -1.75 -1.37 -0.28 -0.01
H 3.90 -0.03 0.10 0.06
H -1.98 2.18 -0.23 0.10
H -0.02 -1.94 0.38 0.14
H -2.25 -0.60 0.02 0.08
```

Net charge: 0
Relative energy (zero: lowest compared OMol25 entry of this formula, charge and spin) in kcal/mol: 159.7
SMILES: C#C/C(=N/O)NO
Gap between HOMO and LUMO in eV: 9.405

***

Record 3
Below is a 2-piece molecular cluster, C9H18F3N4O7S2 overall in a non-equilibrium geometry, with properties calculated with ωB97M-V/def2-TZVPD.

Geometry as XYZ:
```
43
Properties=species:S:1:pos:R:3:lowdin_charge:R:1
O -4.69 -1.21 3.83 0.15
N -4.84 -1.12 2.69 0.00
O -5.16 -2.39 2.11 -0.10
C -4.00 -3.02 1.64 -0.13
N -3.35 -2.22 0.56 0.20
C -2.08 -2.19 0.37 -0.31
N -1.47 -1.41 -0.63 0.10
C -0.86 -0.25 0.09 -0.12
C -0.03 -0.63 1.36 -0.12
C -0.49 -1.94 2.06 -0.30
S 1.03 -2.73 2.77 0.77
O 0.77 -4.02 3.33 -0.25
O 1.52 -1.81 3.75 -0.24
C 2.35 -2.92 1.47 -0.66
F 3.25 -1.95 1.62 0.15
F 1.88 -2.81 0.21 0.13
F 3.01 -4.05 1.64 0.20
N -1.17 -2.92 1.18 0.09
H -4.25 -4.01 1.22 0.16
H -3.30 -3.08 2.49 0.13
H -3.96 -1.65 -0.03 0.19
H -2.23 -1.08 -1.23 0.14
H -1.59 0.55 0.32 0.14
H -0.14 0.22 -0.62 0.12
H 1.05 -0.59 1.12 0.11
H -0.18 0.20 2.08 0.14
H -1.10 -1.69 2.95 0.15
H -0.52 -3.37 0.53 0.14
O 1.84 2.02 -1.23 -0.31
S 2.50 3.25 -1.58 0.58
O 2.18 4.47 -0.92 -0.26
O 2.40 3.46 -3.16 -0.26
C 1.10 3.42 -3.77 -0.26
C 0.33 4.70 -3.55 -0.07
C 4.25 3.00 -1.50 -0.12
H 0.54 2.55 -3.41 0.11
H 1.27 3.27 -4.84 0.12
H 0.06 4.83 -2.50 0.07
H -0.59 4.70 -4.14 0.08
H 0.93 5.57 -3.84 0.09
H 4.50 2.10 -2.04 0.08
H 4.52 2.91 -0.45 0.08
H 4.74 3.87 -1.94 0.08
```

Net charge: +1
Gap between HOMO and LUMO in eV: 8.711

***

Record 4
Below is one molecule with the formula C3H6O2, with properties calculated with ωB97M-V/def2-TZVPD.

Geometry as XYZ:
```
11
Properties=species:S:1:pos:R:3:lowdin_charge:R:1
O 2.41 0.68 0.50 0.05
C 1.37 0.55 -0.12 -0.27
C 0.49 -0.67 -0.04 -0.14
C -0.97 -0.31 0.26 -0.27
O -1.48 0.59 -0.71 -0.07
H 1.01 1.34 -0.80 0.12
H 0.52 -1.17 -1.02 0.13
H 0.90 -1.35 0.71 0.12
H -1.58 -1.22 0.25 0.12
H -1.04 0.11 1.27 0.12
H -1.62 1.44 -0.29 0.09
```

Net charge: 0
Relative energy (zero: lowest compared OMol25 entry of this formula, charge and spin) in kcal/mol: 27.6
SMILES: O=CCCO
Gap between HOMO and LUMO in eV: 10.419

***

Record 5
Below is C4H10FNO3PS as an isolated structure in a non-equilibrium geometry, with properties calculated with ωB97M-V/def2-TZVPD.

Geometry as XYZ:
```
21
Properties=species:S:1:pos:R:3:lowdin_charge:R:1
C 0.45 -0.57 -1.20 -0.63
C -2.36 -0.74 -0.25 -0.16
C -0.12 -1.35 1.56 -0.17
C -0.58 1.48 1.08 -0.13
N 2.14 0.14 -0.40 -0.10
O 0.70 -1.71 -1.50 0.12
O 0.67 0.51 -2.06 -0.14
O 3.00 1.29 -2.68 -0.13
F 1.55 2.53 -1.10 -0.16
P -0.71 -0.22 0.30 0.96
S 2.11 1.08 -1.63 0.80
H -2.23 -1.80 -0.66 0.11
H -3.00 -0.02 -0.79 0.08
H -2.86 -0.94 0.67 0.04
H 0.98 -1.67 1.24 0.12
H -0.87 -2.25 1.60 0.12
H -0.19 -0.79 2.42 0.02
H -0.91 2.14 0.27 0.06
H 0.46 1.43 1.35 0.04
H -1.31 1.49 1.93 0.09
H 3.08 -0.04 -0.16 0.08
```

Net charge: +1
Relative energy (zero: lowest compared OMol25 entry of this formula, charge and spin) in kcal/mol: 1.5
Gap between HOMO and LUMO in eV: 11.451

***

Record 6
Below is a 12-piece molecular cluster, H24O12 overall, with properties calculated with ωB97M-V/def2-TZVPD.

Geometry as XYZ:
```
36
Properties=species:S:1:pos:R:3:lowdin_charge:R:1
O -3.17 -1.07 -0.05 -0.04
H -3.73 -0.76 -0.75 0.03
H -2.29 -0.78 -0.30 -0.03
O 3.20 0.19 -0.80 -0.03
H 4.06 -0.21 -0.68 0.05
H 2.77 -0.38 -1.44 0.04
O -1.17 1.35 2.75 -0.03
H -0.40 1.51 2.21 -0.01
H -1.39 2.21 3.12 0.06
O -0.24 -0.54 -0.03 -0.06
H 0.09 -0.36 0.85 0.02
H -0.02 0.25 -0.54 0.01
O -0.54 -1.28 2.87 -0.05
H -1.39 -1.68 2.72 0.04
H -0.72 -0.34 2.97 -0.02
O 2.08 -2.33 1.08 -0.04
H 2.82 -1.76 0.88 0.01
H 1.78 -2.64 0.22 0.03
O -0.75 -3.82 1.00 -0.04
H -0.60 -3.22 0.26 -0.01
H -0.44 -3.33 1.76 0.00
O 2.15 3.34 -1.19 -0.04
H 1.45 2.69 -1.27 0.00
H 2.28 3.65 -2.09 0.04
O -0.59 1.21 -2.44 -0.02
H -0.06 1.84 -2.92 0.06
H -0.22 0.36 -2.67 0.04
O 1.16 1.45 1.24 -0.03
H 0.99 2.37 1.02 0.06
H 1.94 1.22 0.74 0.03
O -2.01 2.25 -0.42 -0.05
H -1.78 2.07 -1.33 -0.02
H -2.96 2.13 -0.38 0.04
O -0.80 -2.24 -2.06 -0.03
H -0.68 -1.81 -2.91 0.02
H -0.84 -1.53 -1.43 -0.04
```

Net charge: 0
Relative energy (zero: lowest compared OMol25 entry of this formula, charge and spin) in kcal/mol: 48.5
SMILES: O.O.O.O.O.O.O.O.O.O.O.O
Gap between HOMO and LUMO in eV: 9.554

***

Record 7
Below is C29H22Cl2F5N2O6PS2Zr as an isolated structure, with properties calculated with ωB97M-V/def2-TZVPD.

Geometry as XYZ:
```
70
Properties=species:S:1:pos:R:3:lowdin_charge:R:1
Zr 0.31 0.43 -1.40 1.58
N 1.32 1.88 0.13 -0.09
C 2.79 1.81 0.07 -0.16
C 3.23 0.41 -0.34 -0.58
O 4.41 0.10 -0.35 0.06
N 2.20 -0.38 -0.72 -0.17
C 2.56 -1.67 -1.31 -0.11
C 1.26 -2.17 -1.92 -0.60
O 0.66 -1.19 -2.59 -0.22
O 0.78 -3.26 -1.77 0.11
H 0.98 2.83 0.06 0.06
H 1.02 1.56 1.05 0.04
H 3.26 2.07 1.02 0.13
H 3.16 2.50 -0.68 0.09
H 2.93 -2.38 -0.57 0.11
H 3.32 -1.53 -2.08 0.14
O -3.74 0.88 -1.19 -0.25
S -2.53 0.33 -0.67 0.51
O -1.75 -0.55 -1.57 -0.41
O -1.52 1.35 -0.24 -0.50
C -2.95 -0.69 0.72 -0.26
C -4.30 -0.88 0.97 -0.04
C -4.70 -1.71 2.01 -0.05
C -3.75 -2.34 2.79 -0.05
C -2.40 -2.14 2.54 -0.07
C -1.98 -1.32 1.50 -0.31
P -0.21 -0.92 1.25 1.11
C 0.01 0.07 2.79 -0.33
C 0.55 -0.46 3.97 -0.08
C 0.62 0.31 5.12 -0.07
C 0.15 1.62 5.12 -0.07
C -0.40 2.15 3.97 -0.07
C -0.47 1.38 2.81 -0.12
C 0.73 -2.44 1.55 -0.37
C 2.08 -2.32 1.89 -0.13
C 2.87 -3.45 2.02 -0.07
C 2.33 -4.71 1.78 -0.07
C 1.00 -4.83 1.40 -0.06
C 0.21 -3.70 1.28 -0.09
H -5.03 -0.37 0.35 0.11
H -5.75 -1.86 2.20 0.11
H -4.05 -2.98 3.61 0.11
H -1.66 -2.61 3.18 0.11
H 0.92 -1.48 3.99 0.10
H 1.05 -0.12 6.02 0.11
H 0.21 2.21 6.02 0.11
H -0.79 3.16 3.96 0.10
H -0.93 1.80 1.93 0.05
H 2.53 -1.35 2.06 0.11
H 3.92 -3.35 2.28 0.11
H 2.95 -5.59 1.86 0.11
H 0.59 -5.80 1.17 0.11
H -0.81 -3.80 0.94 0.11
F -1.20 1.89 -8.03 0.13
C -0.54 1.90 -6.87 -0.13
C -1.17 1.50 -5.70 -0.14
F -2.44 1.10 -5.72 0.14
C -0.44 1.54 -4.53 -0.22
F -1.06 1.16 -3.37 -0.02
C 0.87 1.94 -4.44 -0.50
S 1.70 1.96 -2.90 0.70
C 1.48 2.34 -5.63 -0.23
F 2.74 2.75 -5.63 0.10
C 0.78 2.32 -6.83 -0.14
F 1.38 2.71 -7.95 0.13
Cl -1.32 4.52 1.12 0.55
C -2.02 4.49 -0.51 -0.97
Cl -0.77 4.24 -1.73 0.56
H -2.50 5.45 -0.68 0.03
H -2.72 3.66 -0.56 0.01
```

Net charge: 0
Relative energy (zero: lowest compared OMol25 entry of this formula, charge and spin) in kcal/mol: 6.3
Gap between HOMO and LUMO in eV: 8.145

***

Record-wise lowest unoccupied orbital energy values, in eV: 0.8, 0.8, -4.4, 0.7, -3.6, -0.8, -0.3
Record-wise total energy values, in eV: -8609.0063, -10245.3404, -59728.4872, -7302.4807, -34774.6486, -24959.5927, -116572.6951
Record-wise molecular weight values, in g mol⁻¹: 78.06, 100.08, 415.39, 74.08, 202.17, 216.18, 846.73